(1)
{"formula": "C21H19Cl2FeN4O5P", "method": "ωB97M-V/def2-TZVPD", "lumo_ev": [-0.345, -0.237], "orbital_gap_ev": [6.84, 7.06], "homo_energy_ev": [-7.18, -7.30], "species": ["Fe", "Cl", "C", "C", "C", "N", "C", "O", "C", "C", "C", "C", "C", "N", "C", "C", "C", "Cl", "N", "C", "O", "C", "C", "C", "C", "C", "N", "H", "H", "H", "H", "H", "H", "H", "H", "H", "H", "C", "O", "P", "O", "C", "O", "C", "H", "H", "H", "H", "H", "H", "H", "H", "H"], "coordinates": [[0.03898, 0.64263, 0.58451], [-3.69423, -4.18135, 3.55270], [-2.35360, -3.18607, 3.08170], [-2.60940, -2.06504, 2.29857], [-1.55868, -1.25554, 1.90098], [-1.64615, -0.09217, 1.11938], [-2.77351, 0.41962, 0.62445], [-3.93820, 0.05729, 0.74931], [-2.47190, 1.65917, -0.20412], [-3.49948, 2.33080, -0.84160], [-3.20122, 3.45027, -1.59649], [-1.88285, 3.87411, -1.67386], [-0.91514, 3.14929, -1.00413], [-1.19177, 2.05375, -0.29188], [-0.24222, -1.56958, 2.29681], [0.00096, -2.68234, 3.08230], [-1.06118, -3.49254, 3.47017], [-0.71858, -4.88554, 4.44669], [0.71669, -0.66189, 1.81197], [2.00510, -0.64533, 2.14998], [2.64473, -1.36964, 2.90726], [2.72553, 0.48077, 1.42197], [4.08338, 0.66770, 1.59927], [4.71644, 1.68318, 0.90308], [3.96528, 2.47917, 0.05311], [2.61016, 2.22765, -0.06580], [1.99278, 1.24840, 0.59908], [-3.61827, -1.82639, 2.00149], [-4.50252, 1.94621, -0.72205], [-3.98300, 3.99244, -2.11241], [-1.60358, 4.75275, -2.23815], [0.11979, 3.46116, -1.02475], [1.00664, -2.91569, 3.39501], [4.59912, 0.00373, 2.27883], [5.77842, 1.85444, 1.02041], [4.41483, 3.28508, -0.50972], [1.99166, 2.83032, -0.71531], [1.07434, 0.87759, -3.13794], [1.02869, -0.42704, -2.55895], [0.06213, -0.64696, -1.27657], [0.31242, -2.20468, -1.05672], [1.58852, -2.69934, -0.63346], [-1.40686, -0.65480, -1.89136], [-1.81207, -1.59807, -2.89520], [1.48499, 0.77202, -4.13885], [1.72074, 1.53441, -2.55374], [0.07750, 1.31843, -3.20778], [1.44218, -3.73779, -0.35191], [1.95333, -2.14798, 0.23228], [2.30442, -2.63100, -1.45203], [-2.72931, -1.21113, -3.33013], [-2.00006, -2.56455, -2.43251], [-1.04601, -1.69997, -3.66387]], "forces_ev_per_angstrom": [[-0.075, -0.413, -0.496], [0.037, 0.014, -0.004], [-0.063, 0.005, -0.019], [-0.058, -0.016, -0.019], [-0.053, 0.157, -0.079], [0.110, -0.151, 0.076], [-0.186, 0.165, -0.097], [0.068, -0.040, 0.016], [-0.036, -0.059, 0.034], [-0.016, 0.038, 0.002], [-0.041, 0.003, 0.001], [0.029, 0.016, 0.019], [-0.058, -0.006, 0.080], [0.180, -0.115, -0.060], [0.143, 0.124, -0.054], [0.058, -0.045, 0.020], [0.056, -0.035, 0.030], [-0.019, 0.031, -0.025], [-0.137, -0.028, 0.031], [0.237, 0.140, 0.109], [-0.070, -0.030, -0.046], [-0.051, -0.131, 0.026], [0.070, 0.034, -0.006], [0.014, -0.036, 0.044], [-0.042, 0.026, -0.019], [0.055, -0.021, 0.102], [-0.073, 0.125, -0.144], [0.000, -0.006, 0.010], [0.004, -0.001, -0.002], [0.001, -0.003, 0.003], [0.005, -0.002, 0.004], [-0.002, -0.013, -0.046], [-0.008, -0.005, 0.011], [-0.004, 0.006, -0.002], [-0.002, -0.006, -0.001], [-0.010, 0.000, -0.002], [0.023, 0.010, 0.001], [0.023, 0.025, -0.004], [0.059, 0.083, -0.011], [-0.139, 0.296, 0.691], [-0.055, -0.006, -0.039], [0.065, -0.022, 0.021], [0.009, 0.011, -0.083], [-0.006, -0.025, 0.022], [0.011, -0.017, 0.001], [-0.010, -0.027, -0.016], [-0.017, -0.016, -0.006], [-0.013, -0.006, -0.012], [-0.015, -0.033, -0.043], [-0.007, -0.003, -0.012], [0.000, 0.002, -0.005], [0.007, -0.001, -0.002], [0.000, 0.007, -0.003]], "lowdin_charge": [0.423, 0.656, -0.681, -0.029, -0.179, 0.016, -0.465, 0.052, -0.165, 0.017, -0.041, -0.051, -0.115, 0.042, -0.185, -0.033, -0.683, 0.654, 0.012, -0.486, 0.046, -0.156, 0.017, -0.040, -0.046, -0.117, 0.043, 0.100, 0.123, 0.112, 0.107, 0.092, 0.100, 0.124, 0.113, 0.108, 0.083, -0.106, -0.287, 0.770, -0.267, -0.069, -0.291, -0.071, 0.091, 0.062, 0.080, 0.098, 0.067, 0.088, 0.091, 0.092, 0.086]}

(2)
{"formula": "C31H50O30", "method": "ωB97M-V/def2-TZVPD", "lumo_ev": -0.298, "orbital_gap_ev": 9.37, "smiles": "O=C1OCCO1.O=C1OCCO1.O=C1OCCO1.O=C1OCCO1.O=C1OCCO1.O=C1OCCO1.O=C1OCCO1.O=C1OCCO1.O=C1OCCO1.CCO.CCO.O", "homo_energy_ev": -9.66, "species": ["C", "C", "O", "C", "O", "O", "H", "H", "H", "H", "C", "C", "O", "C", "O", "O", "H", "H", "H", "H", "C", "C", "O", "C", "O", "O", "H", "H", "H", "H", "C", "C", "O", "C", "O", "O", "H", "H", "H", "H", "C", "C", "O", "C", "O", "O", "H", "H", "H", "H", "C", "C", "O", "C", "O", "O", "H", "H", "H", "H", "C", "C", "O", "C", "O", "O", "H", "H", "H", "H", "C", "C", "O", "C", "O", "O", "H", "H", "H", "H", "C", "C", "O", "C", "O", "O", "H", "H", "H", "H", "O", "H", "H", "C", "C", "O", "H", "H", "H", "H", "H", "H", "C", "C", "O", "H", "H", "H", "H", "H", "H"], "coordinates": [[-4.96793, 2.44657, -1.33764], [-4.99269, 2.36032, -2.85694], [-3.65805, 2.71753, -3.16946], [-2.87900, 2.27167, -2.16535], [-1.69185, 2.17717, -2.20358], [-3.63798, 1.97811, -1.10040], [-5.78249, 1.86613, -0.91234], [-5.01142, 3.48282, -0.99391], [-5.68988, 3.05861, -3.31533], [-5.33437, 1.35548, -3.11941], [-3.43702, -2.27364, 5.78903], [-2.60736, -3.49289, 5.58514], [-2.22395, -3.30983, 4.22894], [-2.14493, -2.00449, 3.97821], [-1.63757, -1.49711, 3.01785], [-2.75624, -1.32511, 4.97466], [-3.53842, -2.02492, 6.84452], [-4.45527, -2.45134, 5.42855], [-3.14544, -4.42357, 5.74393], [-1.70497, -3.47793, 6.20455], [1.57981, 3.21198, -3.09024], [1.07942, 2.36804, -4.23772], [2.21972, 1.53362, -4.48709], [3.31163, 2.20869, -4.05253], [4.43630, 1.91746, -4.33199], [2.97649, 3.29152, -3.35881], [1.39786, 2.75722, -2.11529], [1.20421, 4.23446, -3.10036], [0.98046, 3.03754, -5.09960], [0.16728, 1.82258, -4.02286], [1.72827, -0.40755, 3.70499], [0.85362, -0.25223, 4.94163], [1.14431, 1.07659, 5.35681], [1.93244, 1.71929, 4.45261], [2.24061, 2.86411, 4.48116], [2.44297, 0.81412, 3.61093], [1.08233, -0.45814, 2.82932], [2.44304, -1.22404, 3.78180], [1.10383, -0.94874, 5.74055], [-0.17043, -0.34396, 4.58083], [-0.31116, -0.05489, 0.33485], [0.73254, 0.88442, -0.20099], [1.11772, 0.22730, -1.40683], [0.86304, -1.09354, -1.29985], [1.17263, -1.96366, -2.05994], [0.08555, -1.29729, -0.22315], [-1.29779, 0.20249, -0.05322], [-0.24711, -0.05925, 1.41703], [1.57771, 0.83689, 0.49479], [0.38555, 1.90795, -0.30173], [-3.28003, -2.32490, 0.47686], [-4.00294, -0.99833, 0.46238], [-5.04853, -1.19769, -0.50976], [-5.12204, -2.51159, -0.80768], [-5.94168, -2.97795, -1.53023], [-4.14771, -3.22293, -0.19781], [-3.26345, -2.68998, 1.50073], [-2.27559, -2.16914, 0.09185], [-3.30421, -0.18584, 0.28461], [-4.46370, -0.80209, 1.43067], [-5.04518, 3.15595, 3.08714], [-5.25428, 1.64553, 2.91062], [-3.93288, 1.11304, 2.96228], [-3.04818, 2.10778, 2.74294], [-1.91227, 1.95757, 2.43128], [-3.67049, 3.30328, 2.77908], [-5.35145, 3.47903, 4.07985], [-5.58365, 3.67207, 2.29434], [-5.75306, 1.43116, 1.96397], [-5.83580, 1.19711, 3.71363], [6.17842, 0.92986, -0.01850], [4.73301, 1.14998, 0.37964], [4.11540, -0.07503, 0.05265], [5.04974, -1.04111, -0.05584], [4.82391, -2.17915, -0.29126], [6.28872, -0.49255, 0.07198], [6.86575, 1.38629, 0.69177], [6.42025, 1.28656, -1.02038], [4.37543, 1.99644, -0.20921], [4.62119, 1.37487, 1.44082], [3.68778, -1.73999, -4.78638], [4.39650, -2.07406, -3.45467], [5.49052, -2.91316, -3.84134], [5.60454, -2.93701, -5.17213], [6.49644, -3.46157, -5.76933], [4.69779, -2.11489, -5.72661], [3.41815, -0.69272, -4.87848], [2.82095, -2.38728, -4.91071], [3.71963, -2.70018, -2.87887], [4.81532, -1.20849, -2.94860], [-0.97638, -3.83453, -1.33615], [-0.13272, -3.35752, -1.24569], [-1.56302, -3.19366, -1.74800], [1.13966, -4.56320, -4.14936], [2.26650, -5.54062, -3.95565], [1.98544, -6.37604, -2.82273], [1.28890, -3.91095, -5.01482], [0.83867, -4.03736, -3.24871], [0.19913, -5.04620, -4.44128], [3.26208, -5.09087, -3.90105], [2.32608, -6.24243, -4.79653], [1.83596, -7.26688, -3.13521], [0.59555, 4.36171, 1.61236], [0.89028, 5.63984, 2.35902], [2.12957, 5.51199, 3.08995], [1.25969, 4.17721, 0.76611], [-0.43233, 4.39139, 1.24384], [0.67026, 3.49452, 2.26775], [0.18451, 5.83416, 3.17802], [0.83662, 6.54537, 1.74358], [2.07721, 6.16868, 3.78718]], "forces_ev_per_angstrom": [[-0.225, 0.694, -0.905], [-1.402, 0.596, 0.752], [0.231, -0.610, -0.669], [0.178, 0.216, -0.170], [-0.018, -0.034, 0.041], [-0.106, -0.555, 1.030], [0.524, -0.383, 0.416], [-0.118, -0.034, 0.072], [0.223, 0.154, -0.040], [0.809, -0.134, -0.470], [-0.855, -0.469, 0.651], [0.255, -0.245, 0.438], [0.552, -0.958, -0.734], [-0.080, 0.538, -0.343], [-0.203, -0.295, 0.587], [-0.175, 0.660, 0.243], [0.424, 0.647, -0.164], [0.076, 0.255, -0.295], [0.074, -0.043, -0.325], [-0.056, -0.078, -0.030], [-0.559, 0.605, 0.369], [0.284, 0.784, -0.136], [-0.124, -0.098, 0.252], [0.959, -0.504, -1.111], [-0.281, -0.247, 0.294], [-0.143, 0.130, 0.611], [0.147, -0.009, -0.062], [-0.169, -0.142, 0.055], [-0.344, -0.333, -0.107], [0.185, -0.258, -0.074], [0.104, -0.219, -0.254], [0.225, 0.115, -0.503], [-0.665, 0.646, 0.226], [0.549, -0.294, 0.932], [-0.351, -0.090, 0.089], [0.295, 0.049, -0.765], [0.313, -0.521, -0.088], [-0.100, -0.030, -0.306], [-0.155, 0.099, 0.032], [-0.160, 0.129, 0.697], [-0.179, 0.694, 0.020], [0.436, -0.571, 0.936], [0.578, 0.237, -0.922], [-0.535, 0.365, -0.079], [0.278, 0.665, 0.249], [0.041, -0.665, 0.444], [-0.076, -0.049, 0.289], [-0.605, -0.346, -0.027], [0.188, 0.320, -0.257], [0.025, -0.080, -0.556], [-0.100, 0.183, 1.546], [-0.504, -0.150, 0.773], [0.633, 0.707, 0.146], [-0.007, -0.547, -0.430], [-0.136, 0.019, 0.037], [0.041, 0.477, -0.815], [0.656, -0.045, -0.089], [-0.034, -0.973, -0.378], [-0.478, 0.240, -0.661], [-0.176, 0.061, -0.083], [-0.554, -0.795, -0.856], [-0.367, 0.071, 0.489], [-0.106, -0.103, -0.042], [-0.107, 0.001, -0.900], [0.183, -0.078, 0.401], [0.398, 0.462, 0.584], [0.488, 0.356, 0.008], [-0.189, 0.323, 0.376], [0.318, -0.253, -0.113], [0.025, 0.003, -0.004], [0.259, -0.100, 0.658], [0.606, 1.187, -0.122], [-0.776, -0.018, -0.064], [0.658, 0.245, -0.441], [-0.074, -0.148, 0.321], [-0.008, -0.306, -0.212], [0.067, -0.097, -0.051], [-0.106, -0.252, -0.094], [-0.643, -0.302, 0.048], [-0.117, -0.157, 0.016], [0.773, -0.477, 0.747], [-0.622, -0.440, -0.419], [-0.195, -0.395, 0.222], [1.070, 1.019, -0.113], [-0.505, -0.296, 0.030], [-0.566, 0.055, -0.966], [0.140, -0.017, -0.230], [-0.050, 0.154, -0.144], [0.191, 0.474, 0.659], [-0.258, -0.023, 0.200], [0.165, 0.069, 0.151], [-0.332, -0.314, -0.169], [0.032, -0.082, -0.125], [-1.045, 0.022, -0.709], [-0.410, -1.270, -0.404], [0.365, 0.503, 0.395], [0.406, 0.345, 0.352], [0.576, 0.317, -0.002], [0.239, -0.574, 0.141], [-0.135, 0.166, 0.478], [0.025, 0.461, -0.343], [-0.002, -0.092, -0.013], [-0.309, -0.092, -0.026], [0.201, 0.112, 1.534], [-0.033, 0.296, -0.981], [0.120, 0.280, 0.006], [0.022, -0.010, -0.099], [0.027, 0.128, 0.165], [-0.684, -0.390, -0.529], [0.402, -0.201, -0.313], [0.270, -0.040, 0.117]], "lowdin_charge": [-0.109, -0.118, 0.085, -0.560, 0.168, 0.048, 0.132, 0.135, 0.138, 0.141, -0.129, -0.116, 0.084, -0.573, 0.148, 0.067, 0.139, 0.138, 0.142, 0.141, -0.118, -0.099, 0.051, -0.590, 0.154, 0.076, 0.105, 0.138, 0.139, 0.120, -0.100, -0.103, 0.064, -0.569, 0.170, 0.057, 0.103, 0.140, 0.134, 0.102, -0.122, -0.110, 0.068, -0.529, 0.155, 0.059, 0.115, 0.097, 0.127, 0.116, -0.117, -0.108, 0.061, -0.574, 0.163, 0.091, 0.120, 0.104, 0.100, 0.116, -0.105, -0.111, 0.040, -0.556, 0.170, 0.069, 0.132, 0.128, 0.121, 0.132, -0.109, -0.131, 0.048, -0.569, 0.176, 0.064, 0.133, 0.134, 0.133, 0.132, -0.080, -0.096, 0.066, -0.593, 0.146, 0.061, 0.110, 0.102, 0.113, 0.125, -0.047, 0.009, 0.030, -0.092, -0.295, -0.076, 0.066, 0.040, 0.079, 0.103, 0.111, 0.070, -0.086, -0.304, -0.092, 0.068, 0.072, 0.059, 0.110, 0.105, 0.074]}

What are the energy above the lowest of the compared OMol25 structures with the same formula, charge and spin values for these records? In order: 0.0; 28.0 kcal per mole.